No. 1
DFT (wB97M-V/def2-TZVPD) results for a 2-piece molecular cluster, C18H31BN2O5P overall in a non-equilibrium geometry.

Kohn-Sham gap = 3.072 eV
total charge = -1

Last column: natural (NBO) charge in e.
Positions of all 58 atoms, in Å:
1 C 0.1690 -2.9180 -4.5683  0.115
2 H -2.1265 -4.8645 -2.9014  0.187
3 H 0.7961 -1.1924 -5.7667  0.226
4 H 1.8957 -2.2703 -0.7596  0.231
5 H 1.1815 0.1899 0.0857  0.513
6 H 2.1568 -3.2963 -5.4081  0.229
7 O 1.7320 -1.6500 -3.2937  -0.861
8 O -0.0260 -0.3727 3.0399  -0.956
9 H 1.7028 7.8169 5.0516  0.220
10 H 0.2080 2.0119 2.4431  0.481
11 C 1.5592 -3.2528 -1.0852  -0.597
12 C -1.1616 -3.6824 -4.4177  -0.400
13 H -2.7812 0.7001 5.3557  0.236
14 O 0.0432 1.5859 1.5783  -0.933
15 C 1.2191 -3.8284 -5.2350  -0.640
16 C -1.1431 -4.8050 -3.3795  -0.404
17 C 1.2553 4.6667 2.5333  -0.231
18 H -1.9461 -2.9714 -4.1361  0.197
19 H 3.4359 4.8249 2.1161  0.231
20 C 2.7044 6.3763 3.6169  -0.230
21 O 1.0417 -0.4631 0.7972  -0.868
22 H -0.9965 -5.7703 -3.8769  0.187
23 H 1.4485 -4.7181 -4.6438  0.191
24 C -0.7872 -2.4564 -1.2795  -0.602
25 H -3.1523 2.8726 4.9291  0.230
26 H -3.0367 2.4271 3.2025  0.230
27 H -0.3887 -5.1176 -1.3939  0.188
28 H -1.0254 -2.9704 -0.3366  0.166
29 C 0.2629 6.3893 4.1724  -0.242
30 C -0.1139 -1.7413 -5.5160  -0.594
31 C 2.5908 5.2586 2.6956  -0.200
32 H -0.5083 -1.4316 -1.0309  0.209
33 H -1.7076 -2.4115 -1.8666  0.191
34 H -2.2647 0.4873 2.0977  -0.048
35 H 3.7095 6.8243 3.7751  0.213
36 C 0.1380 5.2367 3.2736  0.164
37 H 0.8243 -5.1945 -2.6380  0.193
38 C -1.2622 3.5198 4.0850  0.682
39 H 0.8618 -4.1749 -6.2135  0.175
40 H -0.5532 -2.0946 -6.4576  0.168
41 H -1.0189 1.0515 5.2147  0.268
42 O -0.4073 3.4525 4.9474  -0.571
43 C -1.9844 1.0411 4.6452  -0.726
44 C 1.5878 6.9615 4.3472  -0.212
45 H 2.4017 -3.7670 -1.5548  0.205
46 P -1.7269 -0.2009 3.2333  0.824
47 H -1.4803 -4.0936 -5.3829  0.188
48 H -0.8201 -1.0391 -5.0648  0.203
49 N 0.5438 -2.3865 -3.2649  -0.234
50 H -0.6687 6.7227 4.6767  0.214
51 H 1.3003 -3.8116 -0.1775  0.174
52 H 1.1397 3.7929 1.8564  0.242
53 C -0.0583 -4.6301 -2.3205  -0.397
54 C 0.3501 -3.1715 -2.0361  0.109
55 H -1.9014 5.2681 3.2091  0.387
56 C -2.4302 2.4872 4.1477  -0.509
57 N -1.1640 4.5708 3.0730  -0.672
58 B 0.3815 0.2120 1.8069  1.262

=====

No. 2
DFT (wB97M-V/def2-TZVPD) results for C10H14F2NNi2O11S2 as an isolated structure in a non-equilibrium geometry.

multiplicity = 5
relative energy (zero: lowest compared OMol25 entry of this formula, charge and spin) = 93.6 kcal/mol
Kohn-Sham gap (spin up / spin down) = 4.996 / 4.946 eV
<S²> = 6.013
total charge = -1

Last column: natural (NBO) charge in e.
Positions of all 42 atoms, in Å:
1 H -2.4916 0.9527 3.9588  0.215
2 C -2.1461 0.9212 2.9255  -0.639
3 H 2.3499 -4.3075 -2.3281  0.208
4 C -0.6571 1.1517 2.9832  -0.054
5 H 2.3456 0.0516 3.1522  0.197
6 S -3.7416 1.2217 -0.4096  2.363
7 O 0.8648 -2.9559 -0.8322  -0.836
8 O -4.2938 0.8875 -1.6745  -0.875
9 H -2.5512 -1.3245 -1.6203  0.499
10 O -4.6079 1.9750 0.4555  -0.857
11 C 1.6623 -0.8759 -1.8210  0.425
12 H -2.3905 -0.0140 2.4218  0.227
13 F -3.9290 -0.2106 0.3246  -0.521
14 H 1.3800 2.2960 1.9557  0.176
15 N -2.0119 1.3108 -0.2951  -1.206
16 H 1.9403 -0.7753 1.6753  0.210
17 H 3.2408 0.4213 1.6927  0.231
18 C 2.6094 -0.3550 -2.6931  -0.467
19 C 2.4446 -3.2482 -2.5159  -0.454
20 H 1.4991 1.4154 0.5135  0.232
21 Ni -0.8334 -0.1530 0.0986  1.569
22 C 1.2628 1.2835 1.5693  -0.079
23 C 3.2080 -2.6244 -3.4735  0.401
24 H -0.2193 0.5583 3.7859  0.168
25 O -2.2110 3.7621 0.2959  -0.890
26 O 0.7808 -0.1685 -1.2344  -0.819
27 O -2.4870 2.9809 -2.1323  -0.856
28 F -0.4722 2.7550 -0.9677  -0.501
29 O -0.5979 -1.7153 1.3373  -1.245
30 S -2.0317 2.7549 -0.7616  2.416
31 H -2.5310 1.7814 2.3778  0.235
32 H 0.1776 -1.7073 1.9314  0.481
33 O -0.0715 0.9809 1.6838  -0.594
34 C 3.2771 -1.0978 -3.6046  0.401
35 C 2.2467 0.1911 2.0757  -0.648
36 O 3.7892 -3.4344 -4.3168  -0.609
37 C 1.6392 -2.4694 -1.6500  0.423
38 H -0.5146 2.1919 3.2762  0.180
39 O 4.0544 -0.3940 -4.3746  -0.622
40 H 2.8014 0.7053 -2.7662  0.219
41 O -1.8119 -1.5979 -1.0430  -1.276
42 Ni -0.9716 -3.1213 0.0241  1.570

=====

No. 3
DFT (wB97M-V/def2-TZVPD) results for a single C3H6FN3 molecule in a non-equilibrium geometry.

SMILES = NN/C=N\C=C/F
relative energy (zero: lowest compared OMol25 entry of this formula, charge and spin) = 37.0 kcal/mol
Kohn-Sham gap = 9.420 eV

Last column: natural (NBO) charge in e.
Positions of all 13 atoms, in Å:
1 C 1.0102 0.9143 -0.6025  0.306
2 N -0.0718 1.4758 -0.2385  -0.535
3 F -1.4138 -0.9620 -1.0415  -0.356
4 N 1.0548 -1.2789 0.5268  -0.641
5 H 1.7025 1.5325 -1.2349  0.175
6 H 0.1934 -1.6700 0.1457  0.369
7 H 2.4970 -0.4642 -0.6566  0.384
8 H 0.8373 -0.7728 1.4031  0.349
9 C -1.1504 0.8666 0.4031  -0.118
10 H -2.7705 -0.5763 0.4429  0.179
11 C -1.8390 -0.2000 -0.0031  0.132
12 H -1.5947 1.4595 1.2286  0.212
13 N 1.5448 -0.3246 -0.3731  -0.456

=====

No. 4
DFT (wB97M-V/def2-TZVPD) results for a 2-piece molecular cluster, C3H9NO3 overall in a non-equilibrium geometry.

multiplicity = 2
relative energy (zero: lowest compared OMol25 entry of this formula, charge and spin) = 8.2 kcal/mol
Kohn-Sham gap (spin up / spin down) = 10.907 / 5.467 eV
<S²> = 0.757
total charge = +1

Last column: natural (NBO) charge in e.
Positions of all 16 atoms, in Å:
1 C 2.0179 -0.5714 -0.1507  -0.279
2 H 1.8730 -0.5442 -1.2255  0.271
3 H 2.7732 -1.3061 0.1387  0.283
4 N 0.7516 -0.7903 0.4673  -0.171
5 H 0.6846 -1.0477 1.4592  0.443
6 H -4.9919 -0.2818 -0.1009  0.474
7 H 3.1237 1.2274 -0.6139  0.269
8 H 3.1173 0.8971 1.1644  0.250
9 H -1.9535 0.4543 0.5995  0.546
10 H 1.7174 1.5150 0.2884  0.229
11 C 2.5732 0.8319 0.2337  -0.580
12 O -1.2521 -0.0821 1.0438  -0.639
13 O -0.8130 -0.2520 -1.1564  -0.444
14 H -4.4704 0.0386 -1.4920  0.477
15 O -4.6179 0.4027 -0.6270  -0.948
16 C -0.5331 -0.4916 -0.0287  0.820

=====

Number 1: total energy -1556.42028 hartree. Number 2: total energy -5284.50197 hartree. Number 3: total energy -381.97282 hartree. Number 4: total energy -399.84913 hartree.